(1)
# C12H74FN4O29

A 27-piece molecular cluster, C12H74FN4O29 overall at a distorted geometry (the ωB97M-V functional and the def2-TZVPD basis, OMol25).

Each line ends with the Löwdin charge.
Atoms and positions in Å:
1 C 1.51 -1.03 0.73  -0.07
2 C 2.86 -1.02 -0.04  -0.22
3 O 3.14 0.20 -0.71  -0.20
4 C 2.43 0.30 -1.94  -0.17
5 C 2.04 1.82 -2.06  -0.03
6 C 1.44 2.14 -0.70  -0.22
7 N 2.00 2.68 0.38  0.26
8 C 0.97 2.66 1.30  -0.34
9 N 1.19 3.11 2.56  0.17
10 N -0.14 2.13 0.78  0.08
11 C -1.41 1.97 1.52  -0.07
12 C -2.69 2.30 0.71  -0.14
13 C -3.80 1.31 1.20  -0.13
14 C -3.60 -0.12 0.61  -0.17
15 O -4.38 -0.37 -0.57  -0.01
16 C -3.67 -0.07 -1.71  -0.51
17 C -2.66 -1.09 -2.25  0.03
18 O -3.87 0.96 -2.27  0.13
19 N 0.17 1.82 -0.48  0.03
20 F -0.63 1.22 -1.36  0.15
21 H 1.45 -0.22 1.49  0.06
22 H 0.62 -1.04 0.09  0.03
23 H 1.47 -1.97 1.31  0.09
24 H 2.93 -1.91 -0.68  0.13
25 H 3.66 -1.12 0.73  0.11
26 H 1.47 -0.25 -1.89  0.11
27 H 3.04 -0.03 -2.79  0.11
28 H 1.35 2.01 -2.89  0.13
29 H 2.98 2.39 -2.22  0.09
30 H 1.43 2.40 3.26  0.09
31 H 1.15 4.09 2.78  0.09
32 H -1.42 0.96 1.97  0.14
33 H -1.36 2.68 2.36  0.13
34 H -2.57 2.27 -0.38  0.10
35 H -3.05 3.31 0.96  0.12
36 H -3.65 1.24 2.30  0.10
37 H -4.81 1.69 1.03  0.13
38 H -3.92 -0.83 1.41  0.11
39 H -2.53 -0.33 0.43  0.12
40 H -2.31 -1.72 -1.42  0.08
41 H -3.19 -1.72 -2.99  0.11
42 H -1.81 -0.59 -2.73  0.08
43 O 0.91 1.02 5.08  -0.06
44 H 0.92 0.08 5.31  0.05
45 H 0.06 1.33 5.41  0.05
46 O -6.39 2.60 -2.90  -0.05
47 H -5.73 1.93 -2.68  0.01
48 H -5.89 3.28 -3.37  0.02
49 O 5.22 -2.37 1.93  -0.05
50 H 5.97 -1.91 1.54  0.04
51 H 5.16 -2.01 2.83  0.02
52 O -4.29 -2.98 2.41  -0.07
53 H -4.23 -3.66 1.73  0.03
54 H -5.00 -2.40 2.11  0.03
55 O 3.64 0.69 -4.84  -0.06
56 H 3.30 1.05 -5.67  0.03
57 H 4.37 0.12 -5.12  0.03
58 O -4.19 0.77 4.66  -0.06
59 H -4.18 -0.17 4.89  0.04
60 H -5.03 1.09 5.00  0.05
61 O -5.46 4.86 -4.98  -0.05
62 H -5.86 5.73 -5.04  0.05
63 H -4.84 4.83 -5.72  0.05
64 O 4.23 -4.99 1.68  -0.08
65 H 4.77 -5.52 1.08  -0.02
66 H 4.70 -4.14 1.73  -0.01
67 O 4.96 0.45 -7.40  -0.05
68 H 5.49 -0.08 -8.02  0.05
69 H 5.44 1.28 -7.34  0.05
70 O 7.14 -0.96 -0.32  -0.06
71 H 7.21 -1.64 -1.00  0.05
72 H 6.46 -0.35 -0.65  0.00
73 O 3.97 -5.16 -1.55  -0.07
74 H 3.53 -5.30 -0.70  0.00
75 H 3.68 -5.91 -2.09  0.03
76 O 0.31 -2.77 -1.35  -0.07
77 H -0.04 -2.43 -2.18  0.03
78 H 1.03 -3.36 -1.62  0.03
79 O 1.25 -5.40 -1.25  -0.05
80 H 0.81 -5.53 -0.40  0.07
81 H 0.94 -6.15 -1.79  0.06
82 O -0.69 5.55 2.85  -0.04
83 H -0.63 4.89 2.15  0.00
84 H -1.40 6.13 2.56  0.06
85 O 5.38 1.37 -1.30  -0.05
86 H 4.77 1.64 -0.60  0.00
87 H 5.51 2.17 -1.82  0.02
88 O 6.31 -6.74 0.36  -0.05
89 H 6.04 -7.67 0.42  0.05
90 H 6.85 -6.61 1.15  0.05
91 O 6.10 -0.49 4.09  -0.04
92 H 6.85 -0.03 3.69  0.06
93 H 6.05 -0.13 4.98  0.05
94 O 4.49 3.88 -2.62  -0.05
95 H 3.89 4.13 -1.91  0.04
96 H 4.59 4.68 -3.14  0.06
97 O 5.13 2.37 1.53  -0.05
98 H 5.12 1.43 1.76  0.03
99 H 4.28 2.70 1.83  0.02
100 O 0.78 4.11 6.18  -0.05
101 H 0.42 4.47 5.36  0.01
102 H 1.51 3.56 5.89  0.02
103 O 3.70 -2.11 5.46  -0.05
104 H 4.45 -1.65 5.07  -0.01
105 H 3.64 -1.76 6.36  0.04
106 O -8.41 5.08 -2.95  -0.04
107 H -7.96 4.23 -2.95  0.00
108 H -7.78 5.67 -3.39  0.03
109 O -8.26 4.15 -5.83  -0.06
110 H -8.56 3.95 -4.93  0.01
111 H -7.51 3.56 -5.96  0.02
112 O -8.51 0.22 -3.49  -0.06
113 H -8.01 -0.32 -4.11  0.03
114 H -8.02 1.06 -3.46  0.00
115 O -4.96 -5.65 2.42  -0.07
116 H -5.24 -6.57 2.47  0.01
117 H -4.40 -5.54 3.20  0.04
118 O -6.69 -7.83 3.60  -0.05
119 H -6.69 -8.77 3.84  0.05
120 H -7.54 -7.51 3.93  0.05

Gap between HOMO and LUMO, eV: 9.300
Lowest unoccupied orbital energy, eV: -2.548
Charge: +1
DFT total energy, eV: -81691.3080

(2)
# C12H78B3O32S

A 26-piece molecular cluster, C12H78B3O32S overall at a distorted geometry (the ωB97M-V functional and the def2-TZVPD basis, OMol25).

Each line ends with the Löwdin charge.
Atoms and positions in Å:
1 C 7.93 0.46 1.51  -0.12
2 O 7.05 0.21 0.43  -0.22
3 C 5.71 0.18 0.92  -0.21
4 C 4.72 -0.12 -0.20  -0.15
5 C 3.41 0.70 -0.09  -0.18
6 C 2.14 -0.17 0.09  -0.21
7 C 1.07 0.57 0.88  -0.21
8 C -0.17 -0.29 1.13  -0.18
9 C -1.37 0.60 1.50  -0.12
10 C -2.75 -0.06 1.51  -0.47
11 C -3.01 -1.12 0.44  0.00
12 B -2.79 -2.54 1.04  -0.64
13 O -1.68 -2.96 1.74  0.16
14 O -3.80 -3.51 0.77  0.07
15 O -3.08 -0.62 2.77  -0.08
16 B -4.58 -0.52 2.92  -0.58
17 O -4.99 0.34 1.76  -0.09
18 C -3.84 1.03 1.36  -0.67
19 S -3.55 2.39 2.62  0.90
20 C -4.03 1.53 -0.08  -0.04
21 B -4.58 2.97 -0.28  -0.69
22 O -5.87 3.09 -0.77  0.15
23 O -3.82 4.13 -0.13  0.11
24 H 8.93 0.72 1.17  0.09
25 H 8.02 -0.45 2.12  0.09
26 H 7.57 1.27 2.14  0.08
27 H 5.48 1.14 1.40  0.12
28 H 5.64 -0.60 1.68  0.12
29 H 4.46 -1.18 -0.20  0.08
30 H 5.22 0.09 -1.15  0.11
31 H 3.30 1.33 -0.97  0.09
32 H 3.46 1.39 0.76  0.10
33 H 2.45 -1.10 0.57  0.08
34 H 1.76 -0.40 -0.91  0.10
35 H 1.46 0.99 1.81  0.12
36 H 0.76 1.41 0.26  0.10
37 H 0.02 -0.98 1.96  0.11
38 H -0.38 -0.87 0.24  0.10
39 H -1.40 1.38 0.73  0.12
40 H -1.18 1.07 2.46  0.12
41 H -2.38 -0.97 -0.44  0.12
42 H -4.06 -1.06 0.16  0.12
43 H -1.92 -3.19 2.65  0.11
44 H -4.54 -3.29 1.36  0.09
45 H -4.94 -0.16 4.03  0.06
46 H -5.07 -1.68 2.73  0.07
47 H -4.83 2.77 2.71  -0.09
48 H -3.08 1.45 -0.62  0.11
49 H -4.71 0.81 -0.55  0.13
50 H -6.21 3.98 -0.60  0.11
51 H -4.00 4.54 0.73  0.08
52 O 7.23 2.33 -1.59  -0.06
53 H 7.21 1.73 -0.82  0.03
54 H 6.61 1.94 -2.21  0.06
55 O -3.53 -2.85 5.74  -0.07
56 H -4.46 -2.78 5.96  0.03
57 H -3.49 -2.49 4.84  0.01
58 O -2.40 -5.53 -0.89  -0.04
59 H -1.55 -5.60 -0.46  0.05
60 H -2.86 -4.84 -0.39  0.00
61 O 9.29 0.24 -2.20  -0.07
62 H 9.22 0.01 -1.27  0.01
63 H 8.87 1.11 -2.26  0.01
64 O -0.91 4.87 2.62  -0.08
65 H -1.55 4.15 2.58  -0.04
66 H -1.15 5.45 1.90  0.02
67 O -3.95 -6.39 -3.48  -0.07
68 H -3.28 -6.21 -2.81  -0.01
69 H -3.49 -6.93 -4.13  0.03
70 O -4.08 -2.26 -2.42  -0.04
71 H -3.92 -2.69 -1.57  0.01
72 H -4.52 -2.93 -2.95  0.04
73 O -0.75 -2.13 -2.21  -0.05
74 H -1.32 -2.90 -2.13  0.02
75 H -1.02 -1.74 -3.05  0.01
76 O -5.86 -6.16 0.92  -0.05
77 H -5.30 -5.39 1.02  0.00
78 H -5.23 -6.89 0.87  0.03
79 O -8.24 2.39 -2.83  -0.05
80 H -7.45 2.51 -2.29  0.01
81 H -8.74 3.21 -2.70  0.02
82 O 8.78 4.68 -0.76  -0.07
83 H 8.01 4.10 -0.76  0.00
84 H 8.71 5.16 -1.58  0.03
85 O 6.66 0.69 4.42  -0.06
86 H 6.47 -0.08 4.98  0.02
87 H 6.82 1.41 5.04  0.05
88 O 9.67 0.27 3.98  -0.06
89 H 8.70 0.23 4.04  0.00
90 H 9.92 0.87 4.69  0.03
91 O 3.08 -2.97 -1.32  -0.05
92 H 2.37 -3.62 -1.20  0.04
93 H 2.89 -2.58 -2.18  0.04
94 O -2.75 2.10 -3.02  -0.04
95 H -3.68 2.32 -2.91  0.02
96 H -2.64 2.14 -3.98  0.04
97 O 5.41 -1.86 4.81  -0.06
98 H 5.26 -2.49 5.52  0.04
99 H 4.84 -2.14 4.08  0.00
100 O 3.64 -2.66 2.64  -0.05
101 H 2.78 -2.27 2.81  0.06
102 H 3.82 -2.48 1.71  0.02
103 O -5.49 1.19 -4.05  -0.05
104 H -6.17 1.86 -3.89  0.00
105 H -5.98 0.46 -4.44  0.05
106 O -8.92 4.79 -4.77  -0.06
107 H -9.16 4.02 -5.30  0.03
108 H -7.99 4.93 -5.00  0.03
109 O -11.43 3.43 -3.99  -0.06
110 H -10.90 4.24 -4.02  0.01
111 H -10.82 2.74 -3.72  0.02
112 O 5.51 -3.78 0.94  -0.05
113 H 5.75 -4.64 0.58  0.04
114 H 5.37 -3.94 1.88  0.03
115 O -1.95 -0.47 -4.61  -0.05
116 H -2.82 -0.84 -4.42  0.03
117 H -1.94 0.34 -4.08  0.01
118 O -6.82 2.92 -5.93  -0.05
119 H -7.08 2.16 -6.46  0.05
120 H -5.90 3.07 -6.16  0.05
121 O 1.36 1.89 -2.38  -0.04
122 H 0.48 2.21 -2.14  0.04
123 H 1.44 2.12 -3.31  0.04
124 O 12.32 0.98 5.13  -0.06
125 H 11.83 0.61 4.39  0.01
126 H 13.24 0.95 4.85  0.03

Gap between HOMO and LUMO, eV: 6.598
Lowest unoccupied orbital energy, eV: 1.200
Charge: -1
DFT total energy, eV: -92103.6753

(3)
# C12H7BCrF8N3O4S

C12H7BCrF8N3O4S as an isolated structure (the ωB97M-V functional and the def2-TZVPD basis, OMol25).

Each line ends with the Löwdin spin population.
Atoms and positions in Å:
1 Cr -0.57 -0.34 -0.90  3.81
2 F 1.48 3.64 -5.44  0.00
3 C 1.69 3.02 -4.24  0.00
4 F 2.58 2.05 -4.46  0.00
5 F 2.28 3.94 -3.45  0.00
6 C 0.39 2.54 -3.66  0.00
7 C -0.76 3.21 -4.02  0.01
8 C -2.01 2.85 -3.52  0.00
9 C -2.03 1.79 -2.63  0.01
10 N -0.92 1.17 -2.26  -0.01
11 C 0.32 1.48 -2.72  0.02
12 S 1.59 0.52 -2.05  0.03
13 H -0.69 4.02 -4.73  0.00
14 H -2.91 3.35 -3.81  0.00
15 H -2.95 1.42 -2.20  0.00
16 F 0.15 -4.56 4.07  0.00
17 C 0.67 -3.33 4.14  0.00
18 C 0.08 -2.28 3.58  0.00
19 N 0.61 -1.00 3.66  0.00
20 C -0.08 0.10 3.01  0.00
21 C -0.29 -0.09 1.52  0.02
22 O -0.89 0.82 0.90  0.02
23 O 0.10 -1.15 0.97  0.02
24 C 1.79 -0.76 4.31  0.00
25 O 2.30 0.34 4.41  0.00
26 N 2.39 -1.88 4.85  0.00
27 C 1.94 -3.20 4.84  0.00
28 O 2.57 -4.09 5.37  0.00
29 H -0.84 -2.38 3.02  0.00
30 H 0.50 1.00 3.19  0.00
31 H -1.07 0.25 3.47  0.00
32 H 3.27 -1.71 5.32  0.00
33 F -2.91 -3.08 -2.86  0.00
34 B -2.16 -2.18 -2.14  0.01
35 F -1.03 -1.71 -2.86  0.02
36 F -1.66 -2.72 -0.93  0.02
37 F -2.92 -1.02 -1.78  0.02

Gap between HOMO and LUMO (spin up / spin down), eV: 7.600 / 7.966
Lowest unoccupied orbital energy (spin up / spin down), eV: 2.501 / 2.499
Charge: -1
Multiplicity: 5
Energy relative to the best compared isomer or geometry (same formula, charge and spin), kJ/mol: 8.27
<S²>: 6.0106
DFT total energy, eV: -86904.1376

(4)
# C12H7BF7O5S

A 2-piece molecular cluster, C12H7BF7O5S overall at a distorted geometry (the ωB97M-V functional and the def2-TZVPD basis, OMol25).

Each line ends with the Löwdin charge.
Atoms and positions in Å:
1 O -2.36 -0.64 1.23  0.17
2 C -1.31 0.02 1.21  -0.26
3 O -0.68 0.76 2.30  0.06
4 C -0.22 1.98 1.71  -0.30
5 O -0.41 3.10 2.20  0.14
6 C 0.47 1.48 0.35  -0.07
7 S 1.85 2.13 -0.68  0.89
8 O 3.09 1.35 -0.29  -0.34
9 O 1.66 1.87 -2.17  -0.32
10 C 2.24 3.94 -0.42  -0.42
11 F 1.78 4.67 -1.57  0.07
12 F 3.67 4.04 -0.33  0.05
13 F 1.74 4.50 0.77  0.09
14 C -0.22 0.27 0.05  -0.05
15 C -0.08 -0.77 -1.15  -0.08
16 C 0.33 -2.19 -0.51  -0.15
17 C -0.18 -3.49 -1.21  -0.02
18 C 0.25 -4.85 -0.60  -0.08
19 C 1.15 -4.88 0.67  -0.09
20 C 1.67 -3.59 1.39  -0.05
21 C 1.21 -2.21 0.76  -0.01
22 H -1.08 -0.80 -1.73  0.15
23 H 0.72 -0.46 -1.93  0.13
24 H -0.84 -3.38 -2.14  0.10
25 H -0.10 -5.81 -1.12  0.09
26 H 1.45 -5.88 1.12  0.07
27 H 2.35 -3.64 2.32  0.09
28 H 1.60 -1.27 1.29  0.10
29 B -3.95 2.76 -0.31  -1.13
30 F -5.11 2.27 -0.99  0.04
31 F -2.78 2.09 -0.82  0.05
32 F -3.82 4.17 -0.53  0.04
33 F -4.07 2.50 1.09  0.05

Gap between HOMO and LUMO, eV: 7.964
Lowest unoccupied orbital energy, eV: 0.738
Charge: -1
DFT total energy, eV: -53329.1944

no.,M (g/mol)
1,757.7
2,799.2
3,504.1
4,407.0